Record 1
24
Properties=species:S:1:pos:R:3:forces:R:3 method="wB97M-V/def2-TZVPD" total_charge=-1 e_tot_ha=-1341.83860 e_lumo_ev=2.56 gap_ev=6.614 multiplicity=1
O 3.424653 1.079800 3.902706 -3.25 1.84 -0.51
C 2.264649 1.198323 3.364275 1.74 -5.18 -2.56
O 1.859024 0.181793 2.493067 0.09 4.81 3.40
C 1.327028 2.465190 3.636232 1.58 0.72 0.04
N -0.006526 2.404842 2.968807 0.49 -1.35 1.55
P -1.100437 1.235004 3.690216 -0.19 0.88 0.72
O -0.337226 0.297864 4.898665 -0.47 0.07 -2.00
I -1.677326 -0.364930 1.868498 0.30 -0.26 -0.05
H 1.272977 2.637002 4.779609 0.03 -0.40 -1.71
H 1.888515 3.383678 3.211176 -0.82 -1.48 0.63
H -0.448406 3.333273 2.882033 0.13 -0.90 0.35
H -0.283074 -0.654792 4.630316 0.35 1.23 0.06
C -1.895672 -1.505498 -5.511123 -0.24 -0.04 -0.18
O -0.660572 -1.228713 -4.856940 0.01 -0.02 0.14
C -0.684024 -1.433946 -3.526210 0.39 0.09 0.40
O -1.632725 -1.816784 -2.886542 0.27 0.11 -0.41
O 0.529769 -1.138663 -3.039378 -0.54 -0.14 -0.57
C 0.654739 -1.311143 -1.624624 0.15 0.03 0.68
H -1.761076 -1.306246 -6.575109 0.24 0.05 0.17
H -2.170425 -2.555569 -5.388128 -0.07 0.15 0.13
H -2.686336 -0.852659 -5.134457 0.04 -0.19 0.08
H 0.482049 -2.353164 -1.346825 -0.15 0.15 -0.04
H -0.033189 -0.650242 -1.092818 0.02 -0.21 -0.05
H 1.673611 -1.044422 -1.343446 -0.11 0.05 -0.26



Record 2
21
Properties=species:S:1:pos:R:3:forces:R:3 method="wB97M-V/def2-TZVPD" e_tot_ha=-1848.44756 e_lumo_ev="-1.23 / -1.44" gap_ev="4.160 / 3.883" multiplicity=6 s_squared=8.7652
O 3.780238 1.061993 1.486611 0.20 -0.01 0.13
C 4.031706 2.072337 0.581959 1.06 -0.55 -0.49
C 2.806231 2.891770 0.208927 -0.52 1.06 -2.59
O 1.623740 2.246813 0.548915 -0.92 -1.72 -0.28
C 0.415408 2.776718 1.080272 0.17 0.64 0.32
C -0.525954 1.580420 1.109114 -0.42 0.32 -0.09
O 0.081845 0.469492 1.721847 -0.65 0.29 0.12
Mn 1.999300 0.364487 1.327059 0.54 -0.04 1.69
H 4.447195 1.677544 -0.372153 -0.02 -0.10 0.30
H 4.801609 2.792060 0.928826 -0.21 -0.27 0.12
H 2.809025 3.793137 0.845540 0.16 0.48 -1.25
H 3.608694 -1.525400 -0.682695 0.12 1.37 0.15
H 0.035205 3.581459 0.433301 0.03 -0.17 0.17
H 0.612524 3.164907 2.091134 -0.06 0.00 -0.18
H -0.780414 1.402362 0.046914 -0.07 -0.30 0.32
H -1.454155 1.819502 1.656667 0.25 0.24 -0.32
C 2.561194 -1.324428 -0.960068 -1.74 -2.77 1.52
O 1.679513 -0.859870 -0.220852 1.73 -0.56 -2.42
Mg -0.821566 -1.279167 2.205627 0.08 -0.21 0.07
H 2.223408 -2.082025 -1.690750 -0.07 0.90 -0.67
H 2.761999 2.869284 -1.054363 0.32 1.41 3.39



Record 3
16
Properties=species:S:1:pos:R:3:forces:R:3 method="wB97M-V/def2-TZVPD" total_charge=+1 smiles=C[C@]12C[N@@+]1(C)C2 e_tot_ha=-250.88848 e_lumo_ev=-2.86 gap_ev=12.941 multiplicity=1
C -0.149912 0.986853 1.082511 2.10 4.32 2.10
C 0.025200 1.056417 -1.034048 0.68 0.46 -2.91
C 0.725404 0.409311 0.066160 1.46 -0.30 -0.93
C 1.581668 -0.807506 -0.137902 2.72 1.38 0.04
C -1.457002 -0.826700 0.112880 -5.11 0.31 2.39
N -0.728925 0.363274 -0.020372 -1.58 -1.81 -1.18
H -0.023939 0.694532 2.114318 -1.01 -0.97 -0.05
H -0.304088 2.100928 0.977910 0.39 -1.16 0.61
H -0.190805 2.108743 -1.082707 0.14 0.41 0.34
H 0.183325 0.656482 -2.057287 -0.62 -0.34 0.94
H 1.537350 -1.229616 -1.142902 -0.17 0.70 -0.29
H 1.405065 -1.679442 0.449300 -0.22 -0.16 1.23
H 2.682552 -0.416861 0.016990 -2.04 -1.10 -0.22
H -1.341394 -1.681536 -0.434527 1.65 -1.74 -2.09
H -1.353091 -1.106462 1.181265 -0.31 -0.02 -0.67
H -2.591404 -0.628418 -0.091592 1.92 0.02 0.69



Record 4
16
Properties=species:S:1:pos:R:3:forces:R:3 method="wB97M-V/def2-TZVPD" total_charge=+1 e_tot_ha=-250.87177 e_lumo_ev=-6.05 gap_ev=8.656 multiplicity=1
C -0.789137 1.481002 0.135958 -0.67 1.16 0.21
C 0.192470 0.239644 -0.138828 1.15 1.23 1.41
C -0.154401 -0.622477 -1.149932 1.99 -1.58 -0.17
C 0.904824 -1.230504 -2.051627 -1.89 -1.20 3.67
C -0.543187 0.238446 2.324910 3.21 -0.42 -2.25
N -0.958356 0.339296 0.911463 0.04 0.89 -1.18
H -0.344254 2.463172 0.486348 0.13 -1.53 0.01
H -1.463847 1.713216 -0.704579 0.02 -0.64 0.57
H 1.253649 0.567213 0.246719 -2.00 -1.23 -1.22
H -1.180394 -1.008930 -1.304845 0.45 0.80 0.29
H 0.807105 -2.311773 -2.133815 -0.33 0.13 -0.42
H 1.873844 -0.976737 -1.795947 1.92 0.50 0.94
H 0.702617 -0.699294 -2.873940 -0.79 1.39 -4.23
H -1.446700 0.089791 2.757553 -2.57 -0.35 2.00
H 0.048073 -0.735256 2.364830 -0.58 1.51 0.44
H -0.023877 1.145154 2.692307 -0.07 -0.67 -0.07



Record 5
16
Properties=species:S:1:pos:R:3:forces:R:3 method="wB97M-V/def2-TZVPD" total_charge=+1 smiles="CC=C=[N+](C)C" e_tot_ha=-250.91190 e_lumo_ev=-4.24 gap_ev=11.252 multiplicity=1
C -0.267282 0.025485 -0.065119 -1.29 -0.13 -0.05
C -1.551078 0.046389 0.174060 -0.77 0.40 -0.59
C -2.973883 -0.318595 -0.453639 1.54 1.65 0.75
C 1.753835 -1.070809 0.618094 -0.29 0.98 1.60
C 1.780131 1.116305 -0.366857 2.17 5.89 -2.44
N 0.996479 0.040069 -0.015094 -2.78 -2.38 0.09
H -2.848538 -0.570162 -1.466058 0.09 -0.88 -1.13
H -1.623638 0.577897 1.118634 -0.15 -0.01 0.50
H -3.433926 -1.048107 0.164043 0.00 -1.18 0.34
H -3.740615 0.480178 -0.446586 1.08 0.31 0.29
H 2.668147 -0.500691 0.786867 0.23 -0.92 1.03
H 2.007118 -1.945061 0.054891 -0.38 -0.20 -0.99
H 1.145456 -1.355271 1.510367 1.06 0.14 -0.47
H 1.352850 1.915492 -1.095874 -0.35 -1.67 1.35
H 2.605963 0.796777 -1.016592 0.23 -0.18 0.80
H 2.128977 1.810104 0.498859 -0.40 -1.81 -1.08



Record 6
16
Properties=species:S:1:pos:R:3:forces:R:3 method="wB97M-V/def2-TZVPD" total_charge=+1 smiles="C[C@@H]1C/C1=C/[NH3+]" e_tot_ha=-250.83972 e_lumo_ev=-3.98 gap_ev=9.507 multiplicity=1
C -1.814966 1.155214 0.122622 4.08 1.84 -0.44
C 0.018908 0.851022 -0.186830 0.50 -1.99 -0.03
C 1.401617 0.803008 -0.513897 -5.49 3.63 1.07
C -1.312579 -1.408199 -0.335428 0.40 -0.74 0.57
C -1.006004 -0.080311 0.436456 0.86 -0.54 -1.76
N 2.347374 -0.089309 0.249044 2.05 3.23 -1.09
H -2.372456 1.341026 -0.818759 0.36 -0.48 0.84
H 1.698956 1.816631 -0.969170 0.82 -2.20 0.71
H -0.503761 -1.702916 -1.052877 -1.11 0.74 0.02
H -2.341268 -1.341354 -0.717347 0.64 -0.19 -0.52
H -1.317791 -2.309977 0.336843 -0.11 1.11 -0.13
H -0.848635 -0.336884 1.437296 -0.08 0.15 1.80
H -1.694298 2.025769 0.858911 -0.74 -1.47 -1.08
H 3.048871 0.547813 0.866716 -2.04 -2.08 -1.57
H 2.889424 -0.543761 -0.507503 0.06 -0.29 0.97
H 1.806605 -0.727778 0.793927 -0.19 -0.73 0.63



Record 7
16
Properties=species:S:1:pos:R:3:forces:R:3 method="wB97M-V/def2-TZVPD" total_charge=+1 e_tot_ha=-250.82796 e_lumo_ev=-5.57 gap_ev=7.107 multiplicity=1
C 0.771736 -0.652592 -2.940957 2.24 3.18 4.29
C -0.584273 1.757742 2.029313 2.22 0.95 -0.47
C 0.501732 -1.279771 -1.771516 0.35 0.47 -2.30
C -1.165469 0.621261 1.402504 -1.12 0.18 -2.64
C 0.680066 -0.854035 -0.365087 -0.83 2.95 -0.33
N -0.591861 0.364046 2.455763 0.27 -1.78 2.57
H 1.359775 0.346364 -3.047575 -1.16 -1.58 0.78
H 0.545572 -0.967045 -3.865487 -1.01 -1.88 -2.91
H 0.336656 2.252625 1.749020 0.36 -0.69 -0.25
H -1.197439 2.409907 2.513359 -2.01 1.61 1.39
H 0.070549 -2.221621 -1.914560 -0.87 -1.41 -0.01
H -1.868353 0.305299 0.665133 -0.35 -0.59 -0.12
H 1.686726 -0.397998 -0.235946 -0.55 -0.78 0.69
H 0.204953 -1.469175 0.411296 1.09 -0.42 -0.36
H -0.007581 0.073555 -0.325725 0.85 -0.58 0.07
H -0.742789 -0.288563 3.240466 0.51 0.36 -0.38